1.
Molecular formula: C32H28BrN2O18
Method: DFT, wB97M-V/def2-TZVPD

```
! RIJCOSX wB97M-V def2-TZVPD def2/J DEFGRID3
* xyz 1 1
C 3.80531 0.95018 4.55383
C 2.99838 -0.00002 3.98742
C 2.73777 -1.40620 4.52711
N 1.59430 -2.02144 4.04645
C 1.61127 -3.29705 4.66314
O 0.55794 -4.11888 4.34247
C -0.57242 -3.69607 5.18425
C -1.53219 -2.64224 4.44923
C -1.39921 -1.17097 5.04160
O -1.34464 -2.62782 3.03096
C 2.75127 -3.46358 5.52587
N 3.41646 -2.20215 5.40187
Br 4.96709 -1.72195 6.29247
H 3.98078 0.90303 5.66387
H 4.28004 1.72530 3.90187
H 2.48510 0.25583 3.02091
H 0.91603 -1.61335 3.40202
H -0.12541 -3.14060 6.06420
H -1.11825 -4.58087 5.59824
H -2.58566 -2.98630 4.64459
H -0.79739 -1.12291 5.98957
H -2.43185 -0.78902 5.29281
H -0.92792 -0.43952 4.31832
H -1.38399 -1.71035 2.68914
H 2.99729 -4.36684 6.12052
C 7.02440 -1.99874 0.30009
C 6.10948 -1.77953 1.24662
C 4.69282 -1.45460 0.90350
O 3.88289 -1.28001 1.80569
C 4.33237 -1.35353 -0.50552
C 5.24792 -1.56923 -1.45846
C 6.66023 -1.92173 -1.11645
O 7.45631 -2.12777 -2.00878
O 4.93830 -1.47907 -2.76086
O 6.42271 -1.84230 2.56085
H 8.05262 -2.23694 0.53619
H 3.30724 -1.10023 -0.73886
H 5.76675 -1.67972 -3.24184
H 5.59330 -1.64727 3.03470
C -3.91024 0.71430 0.75589
C -5.10317 0.67316 0.15109
C -5.57100 -0.54999 -0.57001
O -6.66853 -0.55196 -1.08954
C -4.67055 -1.70214 -0.62082
C -3.47829 -1.65876 -0.01942
C -3.02431 -0.44315 0.72436
O -1.93157 -0.44714 1.27840
O -2.63422 -2.71105 -0.05788
O -5.93374 1.72898 0.16592
H -3.56142 1.59262 1.28228
H -5.01212 -2.57503 -1.15993
H -1.84677 -2.43746 0.44728
H -6.72552 1.44755 -0.33619
C -5.86235 4.81750 -0.49324
C -4.76474 5.57080 -0.59794
C -4.71691 6.75895 -1.50242
O -3.70201 7.42927 -1.55331
C -5.90527 7.06352 -2.29915
C -7.00301 6.30721 -2.19692
C -7.05854 5.13545 -1.27152
O -8.08330 4.48184 -1.19353
O -8.10768 6.56766 -2.92278
O -3.64817 5.29452 0.10899
H -5.91018 3.95812 0.15836
H -5.85239 7.91538 -2.96306
H -8.75607 5.88336 -2.66767
H -3.00384 5.98418 -0.14316
C 2.41354 0.30894 -8.10836
C 3.64254 0.36566 -7.58511
C 4.03561 -0.48905 -6.42438
O 5.17187 -0.42301 -5.98775
C 3.02504 -1.37665 -5.85262
C 1.79570 -1.43244 -6.37241
C 1.40986 -0.59802 -7.55055
O 0.28502 -0.69184 -8.00473
O 0.84884 -2.24241 -5.85910
O 4.58215 1.19459 -8.08127
H 2.11688 0.92028 -8.94960
H 3.31844 -1.97673 -5.00208
H 0.05557 -2.09867 -6.41119
H 5.37738 1.04612 -7.53452
*
```

Output
Total energy: -143503.7320 eV
E_HOMO: -11.0 eV

2.
Molecular formula: C32H28IO6
Method: DFT, wB97M-V/def2-TZVPD

```
! RIJCOSX wB97M-V def2-TZVPD def2/J DEFGRID3
* xyz 1 1
C -5.41895 0.18729 -4.76839
O -5.09788 1.46389 -4.15972
C -4.45072 1.42226 -2.96643
C -4.11730 2.64291 -2.31084
C -3.48038 2.64327 -1.09635
C -3.10700 1.42606 -0.42592
C -2.47748 1.48012 0.84138
C -1.97216 0.45615 1.68692
C -1.30242 0.86591 2.88425
C -0.77029 -0.04282 3.76958
C -0.85037 -1.41592 3.48357
O -0.25865 -2.33668 4.35171
C 0.90763 -2.97357 3.88081
C 2.10169 -2.55928 4.47145
C 3.31091 -2.99312 3.92625
C 3.30947 -3.87820 2.84408
C 2.10819 -4.30432 2.27489
C 0.88694 -3.85024 2.79178
C -1.49017 -1.86079 2.33209
C -2.08014 -0.94344 1.48158
C -3.41082 0.22736 -1.13289
C -4.07787 0.20963 -2.34130
H -5.94851 0.41569 -5.69578
H -4.50265 -0.38039 -4.99097
H -6.06543 -0.40750 -4.10557
H -4.38775 3.56926 -2.80484
H -3.23526 3.58795 -0.60797
H -2.33740 2.48747 1.23208
H -1.22571 1.93756 3.09287
H -0.27131 0.27053 4.68452
H 2.05623 -1.86585 5.30873
H 4.24359 -2.63171 4.36337
H 4.25742 -4.23135 2.43396
H 2.10190 -4.98731 1.41997
H -0.05321 -4.15717 2.33518
H -1.53888 -2.92866 2.12044
H -2.64764 -1.34606 0.65972
H -3.11344 -0.72628 -0.73008
H -4.30098 -0.75389 -2.80906
C -7.99310 -3.08167 2.76322
C -8.50171 -1.80000 3.39725
C -9.97108 -1.49128 3.06654
O -8.42573 -1.88476 4.83381
C -7.17094 -1.84246 5.41117
O -7.02764 -2.26911 6.54078
C -6.11002 -1.21867 4.61916
I -4.54104 -0.43559 5.71622
C -3.74227 -2.34005 6.28457
C -3.64739 -2.68761 7.62723
C -3.06558 -3.91915 7.95485
C -2.59823 -4.76554 6.94654
C -2.73070 -4.40178 5.60662
C -3.33218 -3.18824 5.26867
C -6.42818 -0.54880 3.37151
O -5.65231 0.14649 2.73369
O -7.73693 -0.66939 2.92687
H -6.95438 -3.27154 3.05647
H -8.63180 -3.91134 3.08631
H -8.06949 -2.99296 1.67378
H -10.27765 -0.57284 3.57928
H -10.09284 -1.35681 1.98874
H -10.61008 -2.31348 3.39888
H -4.02724 -2.01630 8.39348
H -2.98000 -4.21191 8.99889
H -2.13474 -5.71847 7.20365
H -2.38741 -5.05769 4.81036
H -3.48484 -2.91386 4.22837
*
```

Output
Total energy: -54014.3682 eV
E_HOMO: -10.4 eV

3.
Molecular formula: C32H28IrN8S
Method: DFT, wB97M-V/def2-TZVPD

```
! RIJCOSX wB97M-V def2-TZVPD def2/J DEFGRID3
* xyz 1 1
Ir 0.63823 0.45938 -0.86936
C -3.36653 -5.57686 -0.46882
C -2.45561 -4.40162 -0.23344
C -1.54822 -4.36750 0.82488
C -0.72785 -3.27780 1.02073
C -0.77104 -2.14189 0.19776
N 0.01678 -1.02792 0.50341
C 0.06549 -0.71379 1.86539
C -1.04812 -0.89225 2.70573
C -1.03170 -0.54203 4.03842
C 0.10080 0.02308 4.62708
C 0.12116 0.46992 6.06427
C 1.19804 0.20898 3.80935
C 1.17733 -0.15457 2.46318
N 2.35413 0.03096 1.70734
C 3.59647 -0.31680 2.08314
C 4.47560 0.22384 1.17152
C 3.66614 0.89826 0.25960
N 2.37754 0.77457 0.58368
C -1.63089 -2.21364 -0.88362
C -2.45111 -3.32156 -1.09452
N -1.68942 -1.15679 -1.82936
C -2.73877 -0.82549 -2.59366
C -2.26715 -0.08199 -3.65627
C -0.89213 -0.01739 -3.45689
N -0.53918 -0.65045 -2.33160
H -3.66504 -6.04043 0.47044
H -2.86223 -6.33897 -1.06704
H -4.26329 -5.27433 -1.00799
H -1.48037 -5.21130 1.50170
H -0.00896 -3.28423 1.82999
H -1.95406 -1.30023 2.27572
H -1.92325 -0.69988 4.63492
H -0.53298 -0.14136 6.68453
H -0.21730 1.50571 6.14525
H 1.12954 0.42521 6.47465
H 2.10383 0.64811 4.21487
H 3.75969 -0.92008 2.96002
H 5.54794 0.14083 1.16596
H 3.95523 1.47090 -0.60456
H -3.08849 -3.34211 -1.97128
H -3.73988 -1.11890 -2.32620
H -2.83184 0.33502 -4.47152
H -0.14276 0.42651 -4.08676
S 3.43915 1.18782 -4.32938
C 4.06564 -0.15310 -3.46971
C 3.32276 -0.46874 -2.37249
C 2.19938 0.38705 -2.20673
C 2.14475 1.32890 -3.19237
C 1.07252 2.27398 -3.25916
C 0.81980 3.14318 -4.31827
C -0.32112 3.91776 -4.28928
C -1.18672 3.81817 -3.20332
C -0.85777 2.95847 -2.17750
N 0.24633 2.20793 -2.19652
H 4.95693 -0.64379 -3.82908
H 3.56902 -1.28537 -1.70869
H 1.50382 3.18560 -5.15524
H -0.54878 4.58657 -5.10892
H -2.09635 4.39822 -3.15312
H -1.48643 2.86002 -1.30366
N 0.29550 2.79621 1.32142
C -0.38003 3.28953 2.37301
C -1.62102 2.69660 2.36556
C -1.60098 1.84515 1.25223
N -0.43431 1.91669 0.62356
H 1.23571 3.00081 1.02485
H 0.05558 4.01127 3.04343
H -2.43094 2.85711 3.05518
H -2.37822 1.19487 0.88351
*
```

Output
Total energy: -59227.3733 eV
E_HOMO: -9.5 eV
Energy above the lowest of the compared OMol25 structures with the same formula, charge and spin: 63.5 kcal per mole

4.
Molecular formula: C32H28N7S3Ti
Method: DFT, wB97M-V/def2-TZVPD

```
! RIJCOSX wB97M-V def2-TZVPD def2/J DEFGRID3
* xyz -1 3
Ti 0.75707 0.87498 -0.36367
N -2.31650 2.04613 -3.26301
C -1.52564 1.89425 -2.13420
S 0.16848 2.30892 -2.28421
N -2.09558 1.50031 -1.04883
N -1.18968 1.40916 -0.00421
C -1.59145 1.80974 1.21121
C -3.00766 2.03440 1.55898
C -3.42500 3.19635 2.20685
C -4.75848 3.38367 2.54467
C -5.69909 2.41285 2.23561
C -5.29600 1.25585 1.57854
C -3.96676 1.07070 1.23955
C -0.52415 2.02946 2.12394
C -0.67574 2.30959 3.49898
C 0.42721 2.56337 4.26859
C 1.70126 2.54319 3.68117
C 1.79329 2.21325 2.35106
N 0.73264 1.93915 1.57700
H -1.81229 1.90108 -4.12242
H -3.18694 1.53925 -3.20533
H -2.69714 3.96613 2.43185
H -5.06222 4.29624 3.04309
H -6.73985 2.55744 2.49797
H -6.02421 0.49420 1.32763
H -3.65357 0.17816 0.71517
H -1.66577 2.30232 3.93234
H 0.31465 2.76974 5.32602
H 2.59707 2.73713 4.25301
H 2.76001 2.12165 1.87368
S 3.95581 -0.36151 1.59169
C 2.41931 -1.03820 1.79349
N 1.28014 -0.80658 1.15139
C 0.24661 -1.63270 1.60913
C -1.06159 -1.66274 1.12201
C -1.98108 -2.52510 1.69292
C -1.62617 -3.37271 2.74240
C -0.32979 -3.36550 3.22822
C 0.59010 -2.49757 2.65563
S 2.26387 -2.28023 3.03721
H -1.34223 -1.03019 0.29298
H -2.99503 -2.54284 1.31173
H -2.36189 -4.03918 3.17491
H -0.03560 -4.02121 4.03838
C 1.46656 -3.67441 -3.43736
C 0.10061 -3.13642 -2.99096
C -0.57810 -4.16002 -2.07080
C -0.77868 -2.89155 -4.22460
C 0.28669 -1.87829 -2.25033
C 0.43295 -0.86938 -1.58355
H 1.34588 -4.61111 -3.98956
H 2.10321 -3.86042 -2.57101
H 1.96839 -2.95149 -4.08263
H -0.72352 -5.10911 -2.59598
H -1.54948 -3.78898 -1.74063
H 0.02888 -4.33736 -1.18197
H -0.92781 -3.82190 -4.78079
H -0.31203 -2.15877 -4.88468
H -1.75275 -2.50324 -3.92339
N 7.78095 1.80830 -3.12329
C 6.72220 1.68409 -2.69505
C 5.39595 1.52838 -2.15888
C 4.69805 2.63088 -1.68760
C 3.42127 2.43736 -1.19943
N 2.85766 1.22555 -1.12037
C 3.53279 0.16799 -1.57207
C 4.80117 0.28023 -2.11206
H 5.13427 3.61862 -1.71567
H 2.83283 3.27049 -0.83577
H 3.02916 -0.78506 -1.49822
H 5.32248 -0.59676 -2.46652
*
```

Output
Total energy: -99693.6467 eV
⟨S²⟩: 2.02
E_HOMO (spin up / spin down): -3.2 / -4.6 eV
Energy above the lowest of the compared OMol25 structures with the same formula, charge and spin: 6.3 kcal per mole

5.
Molecular formula: C32H28N9O5S2Tl
Method: DFT, wB97M-V/def2-TZVPD

```
! RIJCOSX wB97M-V def2-TZVPD def2/J DEFGRID3
* xyz 0 1
Tl -0.04880 0.50407 0.11035
O -1.94223 -3.80970 -0.11139
C -1.70076 -2.75124 0.43791
N -2.05402 -1.47920 -0.01147
C -2.79858 -1.25095 -1.05217
C -3.25147 -2.19824 -2.03546
C -3.99536 -1.78768 -3.08658
C -4.41226 -0.41004 -3.25570
C -4.09045 0.51746 -2.34570
C -3.28305 0.16039 -1.19081
N -3.01913 0.98619 -0.25348
C -3.74530 2.15138 -0.01265
O -4.95553 2.12978 0.01660
C -2.98474 3.39660 0.31820
C -3.57766 4.61203 0.00554
C -2.87683 5.77694 0.26762
C -1.64110 5.67642 0.88400
C -1.15160 4.41646 1.19093
N -1.79146 3.28933 0.89390
C -1.00609 -2.81990 1.79098
C -0.74814 -4.07617 2.32934
C -0.09594 -4.16501 3.54824
C 0.23990 -2.99565 4.21090
C -0.08901 -1.78692 3.61601
N -0.67874 -1.69960 2.42782
H -2.96766 -3.22894 -1.92614
H -4.29793 -2.51236 -3.83248
H -5.00745 -0.14045 -4.11788
H -4.44369 1.53671 -2.42760
H -4.56606 4.62234 -0.43366
H -3.25370 6.74808 -0.02992
H -1.06586 6.56681 1.09895
H -0.18753 4.30061 1.67874
H -1.06423 -4.95613 1.78567
H 0.13462 -5.13241 3.97563
H 0.73762 -3.01613 5.17305
H 0.13881 -0.84632 4.10543
C 4.61293 -3.40794 0.53467
C 3.80216 -2.13582 0.54417
N 2.71435 -1.95983 -0.09535
N 2.20765 -3.01715 -0.77703
C 1.31881 -2.88915 -1.80160
N 0.91211 -4.08903 -2.29295
S 0.90651 -1.45515 -2.52918
C 4.34815 -0.97856 1.31213
C 5.67013 -0.97056 1.74870
C 6.14778 0.12828 2.44731
C 5.28977 1.17809 2.71773
C 3.98288 1.07932 2.26139
N 3.52591 0.04042 1.57387
H 4.04973 -4.27809 0.20905
H 5.44871 -3.28483 -0.15907
H 5.01838 -3.62468 1.52134
H 2.50749 -3.95011 -0.54725
H 0.69071 -4.81939 -1.63003
H 0.23926 -4.00262 -3.03489
H 6.33564 -1.79458 1.52908
H 7.17645 0.15430 2.78290
H 5.62095 2.05427 3.25905
H 3.26329 1.86972 2.46060
N 0.54123 1.57255 -2.63254
C 0.44344 2.93292 -3.00918
C 1.52443 3.78942 -2.79725
C 1.42698 5.13339 -3.12736
C 0.24315 5.62337 -3.66179
C -0.83744 4.78615 -3.87109
C -0.73479 3.43690 -3.54360
S 0.11844 7.40250 -3.97442
O 0.07824 7.96563 -2.62371
O -1.11930 7.57402 -4.71400
O 1.32612 7.73424 -4.70618
H -0.09594 0.95966 -3.11635
H 1.48050 1.20664 -2.64704
H 2.43958 3.38898 -2.36464
H 2.25994 5.81006 -2.97702
H -1.74643 5.19978 -4.29202
H -1.57624 2.76132 -3.70389
*
```

Output
Total energy: -83648.7155 eV
E_HOMO: -6.8 eV
Energy above the lowest of the compared OMol25 structures with the same formula, charge and spin: 73.3 kcal per mole

6.
Molecular formula: C32H29Br3N6O12
Method: DFT, wB97M-V/def2-TZVPD

```
! RIJCOSX wB97M-V def2-TZVPD def2/J DEFGRID3
* xyz 0 1
C -5.83245 -3.29970 -3.45592
N -6.41383 -4.63857 -3.31876
O -7.54253 -4.67611 -2.79171
O -5.90542 -5.71722 -3.72713
H -5.16552 -3.46477 -4.30212
H -5.31491 -3.12326 -2.51299
H -6.56573 -2.50759 -3.60741
C 1.05257 -3.97078 6.55546
C 1.27507 -3.61666 7.96185
C 1.33606 -2.22739 8.32850
C 1.09140 -1.26556 7.40645
C 0.81027 -1.61637 6.04547
C 0.84807 -2.94922 5.66467
N 1.03724 0.14222 7.82632
O 1.06781 0.99681 6.97216
O 0.85161 0.35192 8.96772
H 1.11349 -5.00050 6.23548
H 1.49512 -4.37892 8.69460
H 1.58643 -2.07035 9.36728
H 0.53469 -0.86792 5.31725
H 0.56920 -3.18270 4.64775
C -10.66680 1.52140 5.64085
C -9.35151 2.01018 5.68968
C -8.39383 1.41165 4.86535
C -8.68607 0.30836 4.13108
C -9.97739 -0.22405 4.21010
C -10.98534 0.44826 4.86731
N -7.63985 -0.45321 3.43576
O -6.46027 -0.13115 3.60477
O -8.01056 -1.24750 2.60087
H -11.44774 2.07906 6.13637
H -9.11527 2.87431 6.29290
H -7.39446 1.80622 4.75593
H -10.21450 -1.09837 3.62213
H -12.02520 0.15715 4.88541
C 10.78457 -2.40856 1.02777
C 11.18329 -3.74788 1.16042
C 10.26634 -4.77759 1.18578
C 8.87441 -4.49051 1.38696
C 8.52220 -3.16905 1.23636
C 9.40172 -2.12907 0.96320
N 7.85520 -5.54464 1.70964
O 6.65287 -5.22775 1.91428
O 8.28119 -6.70559 1.72027
H 11.53749 -1.64971 0.87397
H 12.24807 -3.92012 1.10592
H 10.60596 -5.79416 1.31863
H 7.51497 -2.78690 1.31280
H 9.07234 -1.10793 0.83993
C -1.28766 8.68603 -4.01942
C -2.35709 8.96349 -3.12722
C -3.25602 7.96301 -2.66929
C -2.99243 6.64469 -3.07875
C -1.78697 6.28868 -3.79704
C -1.00315 7.35575 -4.34333
N -3.96632 5.62287 -2.64750
O -4.95062 5.90914 -1.90088
O -3.75689 4.47949 -3.05278
H -0.63503 9.43990 -4.43436
H -2.48603 9.92377 -2.65010
H -4.06493 8.30895 -2.04287
H -1.58878 5.27281 -4.10548
H -0.19993 7.02981 -4.98755
C 4.48949 0.15037 -5.71332
C 4.64404 -1.09921 -6.28401
C 4.54595 -1.14736 -7.71317
C 4.18241 -0.00421 -8.50455
C 4.07720 1.20049 -7.82589
C 4.22612 1.28272 -6.47044
N 3.96357 -0.10914 -9.96883
O 3.74355 -1.24306 -10.39559
O 4.00045 0.92670 -10.62785
H 4.62193 0.18829 -4.64215
H 5.00526 -1.91473 -5.67504
H 4.64726 -2.02199 -8.33861
H 3.88733 2.17666 -8.24713
H 4.06583 2.18012 -5.89130
C -0.16824 -0.34654 -0.98358
Br 1.35052 -1.59700 -0.78562
Br -0.45872 -0.26165 -2.90598
Br 0.26998 1.49508 -0.37625
H -1.12256 -0.66414 -0.56347
*
```

Output
Total energy: -277272.1960 eV
E_HOMO: -9.8 eV
Energy above the lowest of the compared OMol25 structures with the same formula, charge and spin: 61.6 kcal per mole